Entry 1:
8
Properties=species:S:1:pos:R:3 method="wB97M-V/def2-TZVPD" homo_energy_ev=-9.9 spin_multiplicity=1 smiles=C#C.C#C e_above_lowest_kj_mol=269.0 charge=0
C 0.531 -1.458 -0.672
C 0.401 -0.491 -1.403
H 0.226 -2.256 0.015
H 0.500 0.153 -2.288
C -0.190 1.878 0.521
C -1.101 1.080 0.736
H 0.467 2.720 0.186
H -1.349 0.107 0.749

Entry 2:
61
Properties=species:S:1:pos:R:3 method="wB97M-V/def2-TZVPD" homo_energy_ev="-15.6 / -15.6" spin_multiplicity=2 e_above_lowest_kj_mol=268.7 charge=+2
O -0.827 1.637 -3.217
C -0.727 0.773 -2.381
C 0.084 1.116 -1.052
C 0.125 0.138 0.086
C 1.377 -0.778 -0.122
N -0.254 2.430 -0.515
H -1.015 -0.274 -2.543
H 1.146 1.264 -1.447
H -0.707 -0.502 0.224
H 0.391 0.759 0.967
H 1.410 -1.272 -1.150
H 2.356 -0.214 -0.023
H 1.361 -1.554 0.657
H -1.351 2.541 -0.537
H 0.220 3.163 -1.086
H -0.163 2.598 0.443
H -2.826 -1.839 -3.772
H -2.981 -3.142 -3.114
O -2.477 -2.366 -3.068
H -3.425 2.507 -2.091
H -3.374 1.579 -0.933
O -2.834 1.915 -1.600
H -2.415 -1.622 -0.966
H -3.516 -2.597 0.088
O -2.887 -1.805 -0.004
H 0.334 -5.114 0.543
H -0.003 -3.717 0.851
O 0.589 -4.337 0.407
H -2.018 2.311 2.405
H -3.405 2.462 2.008
O -2.506 2.522 1.651
H 1.125 -0.902 -4.130
H 1.932 -0.915 -2.824
O 1.058 -0.728 -3.212
H 4.030 -0.210 1.576
H 4.307 -0.159 3.060
O 3.620 0.186 2.376
H -3.592 -0.291 0.388
H -4.933 0.378 0.003
O -4.078 0.641 0.318
H 0.340 3.023 -3.377
H 0.904 4.364 -3.426
O 0.968 3.536 -3.065
H -1.276 1.414 4.753
H -0.269 0.664 3.718
O -0.768 1.477 3.950
H 0.934 3.171 3.258
H 2.063 3.801 2.568
O 1.208 3.292 2.428
H 4.146 -3.370 1.692
H 2.747 -2.868 1.170
O 3.717 -2.613 1.306
H 3.516 -1.514 -1.624
H 4.212 -1.760 -3.026
O 3.595 -1.260 -2.544
H 1.620 -0.818 3.043
H 1.760 0.519 2.706
O 1.044 -0.149 2.817
H -0.870 -2.293 2.492
H -1.639 -2.353 1.173
O -1.101 -2.843 1.726

Entry 3:
64
Properties=species:S:1:pos:R:3 method="wB97M-V/def2-TZVPD" homo_energy_ev=-11.6 spin_multiplicity=1 e_above_lowest_kj_mol=633.2 charge=+1
C 0.021 -0.868 0.316
C 1.432 -0.400 0.470
C 1.529 1.098 0.026
C 1.715 2.461 -1.932
N 1.384 1.067 -1.468
N -0.612 -0.528 -0.892
H -0.596 -0.709 1.341
H 0.008 -1.979 0.492
H 1.681 -0.624 1.471
H 2.139 -1.082 -0.045
H 2.463 1.541 0.405
H 0.628 1.681 0.371
H 2.564 2.960 -1.533
H 0.808 3.199 -1.909
H 2.106 2.519 -2.961
H 1.986 0.438 -1.948
H 0.433 0.821 -1.700
H -0.499 -1.066 -1.762
H -1.394 -0.032 -0.798
H -1.051 2.721 2.363
H -1.747 2.778 1.141
O -1.143 3.283 1.683
H -1.372 -0.117 4.099
H -0.500 0.725 3.238
O -0.599 -0.187 3.554
H 2.267 -1.039 -4.233
H 0.837 -1.066 -3.944
O 1.557 -0.479 -3.800
H 0.577 4.495 -0.431
H 0.188 3.564 0.856
O 0.865 3.847 0.183
H 3.304 -0.221 2.828
H 4.309 0.787 2.203
O 3.961 -0.057 2.082
H 2.567 3.454 1.614
H 4.114 2.944 1.129
O 3.272 2.788 1.778
H 3.066 -4.358 0.578
H 3.308 -2.820 0.264
O 2.963 -3.666 -0.109
H -4.794 1.645 -0.152
H -3.586 1.449 -1.255
O -3.902 1.563 -0.243
H -2.520 -2.010 3.922
H -1.568 -1.987 2.684
O -2.435 -1.760 2.901
H -1.868 -2.897 0.716
H -2.695 -4.230 1.124
O -1.981 -3.840 0.595
H 0.188 -2.790 -2.800
H -1.226 -2.725 -3.013
O -0.478 -2.152 -3.110
H 1.620 2.705 3.344
H 0.877 2.131 4.407
O 0.713 2.395 3.472
H -4.976 -1.384 -0.784
H -4.565 -2.049 -2.037
O -4.344 -1.310 -1.583
H -3.393 -0.038 -2.724
H -3.887 1.147 -3.600
O -3.213 0.989 -2.866
H 0.317 -4.069 -0.822
H -0.853 -4.540 -1.546
O 0.029 -4.121 -1.647

Entry 4:
74
Properties=species:S:1:pos:R:3 method="wB97M-V/def2-TZVPD" homo_energy_ev=-2.4 spin_multiplicity=1 charge=-1
Tl 0.321 -18.932 -3.575
O -4.209 -17.573 -1.725
C -2.993 -18.032 -1.336
C -2.385 -19.172 -2.190
O -1.003 -18.979 -2.083
H -2.903 -18.178 -0.217
H -2.431 -17.136 -1.548
H -2.783 -19.087 -3.147
H -2.463 -20.112 -1.756
O 3.834 -18.943 0.489
C 3.486 -18.378 -0.758
C 2.478 -19.208 -1.533
O 2.239 -18.653 -2.813
H 4.374 -18.167 -1.354
H 3.073 -17.392 -0.477
H 1.515 -19.303 -1.018
H 2.667 -20.246 -1.646
O -3.977 -22.411 -1.239
H -4.350 -21.518 -1.221
H -4.551 -22.975 -0.751
O -1.098 -22.434 -1.212
H -2.052 -22.455 -1.117
H -0.786 -22.277 -0.325
O -1.010 -14.383 -2.419
H -1.023 -13.405 -2.369
H -1.887 -14.598 -2.706
O -0.487 -20.182 0.403
H -0.804 -19.792 -0.461
H -1.342 -20.286 0.820
O 0.419 -16.778 -2.561
H -0.177 -16.007 -2.547
H 0.457 -16.897 -1.617
O -4.860 -19.957 -0.053
H -4.580 -19.068 -0.153
H -4.273 -20.317 0.599
O -5.300 -20.489 -2.948
H -4.783 -19.720 -2.784
H -6.254 -20.259 -3.028
O -2.819 -22.680 -3.862
H -3.432 -22.181 -4.351
H -3.204 -22.538 -3.016
O -4.019 -18.620 2.507
H -4.117 -18.101 3.323
H -4.525 -19.399 2.618
O -1.188 -17.690 -4.644
H -0.952 -16.813 -4.931
H -1.819 -18.002 -5.261
O -6.549 -17.341 -0.892
H -5.657 -17.353 -1.332
H -6.567 -17.905 -0.131
O -3.089 -15.669 -3.652
H -3.427 -16.193 -2.883
H -2.356 -16.256 -3.957
O -1.335 -18.143 2.381
H -1.369 -18.198 1.419
H -2.119 -18.577 2.583
O -0.746 -20.240 -4.965
H -1.699 -20.327 -5.170
H -0.452 -21.151 -5.007
O 0.567 -20.980 -2.801
H 0.065 -21.521 -2.207
H 1.407 -21.466 -2.742
O -3.583 -15.656 0.094
H -3.314 -15.848 1.006
H -3.731 -16.472 -0.463
O -3.554 -20.136 -5.749
H -3.401 -19.852 -6.645
H -4.062 -19.458 -5.340
O -0.325 -17.284 -0.019
H -0.427 -16.388 0.342
H -1.086 -17.408 -0.624
O -5.105 -17.947 -4.213
H -4.552 -17.337 -4.657
H -4.766 -17.736 -3.362

Entry 5:
15
Properties=species:S:1:pos:R:3 method="wB97M-V/def2-TZVPD" homo_energy_ev="-18.6 / -19.4" spin_multiplicity=4 e_above_lowest_kj_mol=113.2 charge=+2
O -2.106 -0.102 -1.393
C -1.014 0.580 -1.232
C -0.091 0.181 -0.112
O 1.213 0.626 -0.301
H -0.741 1.509 -0.238
H -0.462 0.808 -2.160
H -0.049 -0.921 -0.120
C 2.232 -0.060 0.250
O 2.260 -1.240 0.459
O 3.238 0.750 0.512
H 3.122 1.612 0.088
O -2.238 -1.673 1.150
C -1.593 -0.922 1.886
O -0.789 -0.007 1.641
Au -2.983 -1.140 -0.431

Entry 6:
17
Properties=species:S:1:pos:R:3 method="wB97M-V/def2-TZVPD" homo_energy_ev=-16.3 spin_multiplicity=1 e_above_lowest_kj_mol=159.4 charge=+2
O 0.888 2.233 1.247
C -0.259 2.060 1.270
I -1.486 3.533 2.266
C -0.980 0.824 0.668
C -0.351 0.260 -0.686
Br -1.026 0.969 -2.370
C 1.197 0.052 -0.826
O 1.412 -1.192 -1.588
S 0.478 -2.232 -0.779
O 1.247 -2.430 0.495
O 0.024 -3.354 -1.444
O -0.831 -1.144 -0.698
H -1.118 0.022 1.472
H -2.009 1.150 0.425
H 1.693 0.806 -1.455
H 1.803 0.085 0.098
Ba -0.682 -1.642 1.904